(1)
The following is a DFT calculation (ωB97M-V/def2-TZVPD) of a cluster of 2 separate species, C25H16BrF5N2OS in total in a non-equilibrium geometry.

```
! wB97M-V def2-TZVPD RIJCOSX def2/J DEFGRID3
* xyz 0 1
C -0.5898 3.6975 0.4807
C -1.0319 -0.8683 1.1637
O -2.2556 -0.6735 1.3070
F -0.1533 -3.5240 -0.5084
H -2.3089 5.1910 3.0463
H -2.0118 0.0568 -1.0832
H 1.6849 0.5926 -1.5499
C 1.1077 -3.0263 -0.4626
H -1.7108 -1.1692 5.0116
H -3.3771 4.8859 -1.1262
C -0.9169 0.0425 -1.0922
H -2.6329 -2.4909 4.2583
F 3.9420 -2.3987 -2.6572
C -0.8977 4.1697 1.7913
H 1.5458 0.3830 -5.8509
H 2.8568 0.5502 -3.7245
F 3.4316 -1.7848 2.0253
F 1.3500 -3.2834 -2.8200
N 0.7906 -2.4869 1.9266
H 1.9166 -3.8853 3.1271
H -1.2506 3.6540 -1.5768
H -2.5292 -0.9154 3.4229
C 3.7568 -2.1978 -0.2978
C 3.2048 -2.5312 -1.5338
C -0.3540 0.1484 -4.8252
C -2.0809 4.8513 2.0423
C -1.9911 -1.6250 4.0525
C 2.9426 -2.1971 0.8311
C 0.0816 -2.9923 3.9584
C 1.0381 0.3204 -4.8880
C -0.2617 -0.2826 0.0534
N -0.7871 -2.0797 3.3725
C -0.3186 -1.7421 2.1394
S 0.8137 2.8490 0.2039
H -2.0750 -0.0955 -3.5249
H -0.0665 -3.3880 4.9472
H -0.1806 3.9771 2.5816
C 1.1242 0.4090 -2.4697
C -1.5039 3.9866 -0.5750
F 5.0619 -1.8665 -0.2001
Br -4.6085 6.0040 1.3399
C -0.2668 0.2025 -2.3843
C -2.6842 4.6758 -0.3193
C -2.9827 5.0991 0.9896
H -0.9332 0.0666 -5.7475
C 1.6048 -2.5504 0.7448
C 1.8826 -2.9729 -1.6181
C -0.9979 0.0803 -3.5947
H 0.7889 -0.0602 0.2504
C 1.0618 -3.2347 3.0664
C 1.7717 0.4294 -3.7040
*
```

Properties
E_tot = -4618.4073 Eh
LUMO energy = -2.0 eV

(2)
The following is a DFT calculation (ωB97M-V/def2-TZVPD) of an isolated molecule of C9H5NO2 in a non-equilibrium geometry.

```
! wB97M-V def2-TZVPD RIJCOSX def2/J DEFGRID3
* xyz 0 1
C -2.1735 0.9332 0.2879
C 2.5217 -0.7006 0.1869
C -1.2224 -1.2654 -0.3032
C -2.3487 -0.4412 -0.0402
H 1.3369 2.3051 -0.5689
C 1.3423 -1.3637 -0.0637
H -3.5719 -0.5596 -0.2968
C -0.7152 1.5346 -0.0487
C 0.1331 -0.7571 -0.1439
H -3.0689 1.5502 0.6872
H 3.4633 -1.3281 0.4492
O -1.2140 -2.4955 0.0737
C 0.4019 0.5957 -0.2334
O -0.7058 2.7109 0.0111
N 2.7756 0.6107 0.0913
H 1.5008 -2.5539 0.1049
C 1.5448 1.2248 -0.1935
*
```

Properties
E_tot = -551.0314 Eh
structure (SMILES) = O=C1C=CC(=O)c2cnccc21
LUMO energy = -1.7 eV
relative energy (zero: lowest compared OMol25 entry of this formula, charge and spin) = 95.6 kcal per mole

(3)
The following is a DFT calculation (ωB97M-V/def2-TZVPD) of the ion C4H9N2O with charge +1 in a non-equilibrium geometry.

```
! wB97M-V def2-TZVPD RIJCOSX def2/J DEFGRID3
* xyz 1 1
H 0.9766 -1.1895 -0.1847
C 1.1216 0.8985 0.2996
H 2.1794 0.8039 0.0564
C -1.4603 -1.6807 0.4167
H -1.0826 -2.3413 1.2275
H -0.5618 0.2531 -2.1884
H -2.5590 -1.6367 0.5791
O 1.4908 0.1606 -2.4314
H -1.2475 -2.1863 -0.5056
H -0.0230 2.3243 1.4602
N -0.9082 -0.3984 0.2194
H -1.3443 0.3547 0.6840
N 0.8565 1.9519 1.0592
H 1.5514 2.6022 1.2037
C 0.4514 -0.2281 -0.1147
C 0.5591 0.3120 -1.7810
*
```

Properties
E_tot = -342.2235 Eh
structure (SMILES) = CN[C@H](C=[NH2+])C=O
LUMO energy = -4.8 eV
relative energy (zero: lowest compared OMol25 entry of this formula, charge and spin) = 83.9 kcal per mole

(4)
The following is a DFT calculation (ωB97M-V/def2-TZVPD) of a cluster of 6 separate species, CH16N2O5 in total in a non-equilibrium geometry.

```
! wB97M-V def2-TZVPD RIJCOSX def2/J DEFGRID3
* xyz 1 2
H 0.7190 1.3755 -0.1943
N -1.6050 -0.0291 -0.7218
H 0.9664 -1.7945 -1.4612
O 1.1047 -2.4713 1.2747
H -0.2978 2.1197 1.8759
H -1.5824 -0.4422 0.2733
H 1.2904 -1.6410 1.7345
H 0.9781 1.9200 2.4990
H 0.5806 -3.0636 1.7256
H 0.5998 -0.7835 -0.2854
H 0.0464 1.1889 -2.9794
O 0.0362 2.1654 -2.9711
H 0.9162 2.4052 -2.6217
H -1.1657 -1.1966 2.1874
H -1.0672 -0.5214 -2.7667
H 1.2953 2.8079 -0.8027
O -0.5696 -1.1649 2.8652
C -0.8886 -0.9077 -1.7119
O 0.2565 1.4150 2.2952
N 0.5285 -0.9355 -1.2453
O 1.2531 2.2624 -0.0152
H -1.1245 0.9879 -0.6857
H -0.9393 -1.8157 3.5103
H -1.3313 -1.8810 -1.7788
*
```

Properties
E_tot = -532.9793 Eh
LUMO energy (alpha / beta) = -3.5 / -9.3 eV
relative energy (zero: lowest compared OMol25 entry of this formula, charge and spin) = 59.8 kcal per mole

> What is the E_tot in the fourth record?

-532.9793 Eh

> Among the records above, which one has the highest E_tot?

C4H9N2O

> The highest E_tot belongs to which entry?

C4H9N2O